[1]
Computed, not measured: a gas-phase ion, C6H17N2 (charge +1), with the ωB97M-V functional and the def2-TZVPD basis.

CARTESIAN COORDINATES (ANGSTROEM)
N -1.37720 0.64399 2.65563
N 1.74456 0.74769 -2.65700
C 0.58512 -0.98573 -1.21142
C -1.78678 0.65619 0.27689
C -0.72605 0.42881 1.37256
C 0.82137 -1.36054 0.23841
C -0.19732 -1.01610 1.31348
C 0.77574 0.50712 -1.47118
H 1.28575 0.98811 -0.63355
H 1.80242 -0.97797 0.52146
H -0.12910 1.04440 -1.70417
H -0.85036 1.11270 3.35473
H 1.19868 -1.59788 -1.86269
H 0.13703 1.09939 1.27773
H -0.42026 -1.22305 -1.53459
H 2.59282 1.12802 -2.32227
H -2.34277 0.96233 2.64119
H -1.61624 0.07084 -0.62712
H -1.95330 1.71930 0.09556
H -2.68799 0.15335 0.63921
H -1.02071 -1.70762 1.36368
H 1.35463 1.36074 -3.36958
H 0.28535 -1.19153 2.28700
H 1.82203 -0.12324 -3.19156
H 1.06736 -2.39990 0.37908

Forces on the atoms, in the same order (eV/Å):
-0.62 -0.36 -0.23
-2.26 -0.86 -0.82
-0.73 0.08 -0.12
0.09 -0.55 0.46
-0.56 -0.45 -0.15
0.78 -0.13 0.65
0.47 0.61 0.88
1.08 0.16 -0.10
-0.28 -0.01 -0.05
0.10 0.73 0.07
-0.17 0.07 -0.02
0.39 0.35 0.38
0.53 -0.02 -0.09
-0.09 0.17 -0.15
-0.33 -0.28 0.06
1.46 0.17 0.09
0.52 0.00 -0.17
0.26 0.49 -0.13
-0.20 -0.19 -0.16
-0.21 0.46 0.16
-0.60 -0.26 -0.45
-0.07 0.62 0.25
0.10 0.06 -0.28
0.77 -0.06 0.45
-0.43 -0.78 -0.54

The LUMO energy comes out at -3.749 eV. For the total energy, the calculation gives -348.046775 hartree. The calculation puts the HOMO-LUMO gap at 7.99 eV. The calculation puts the maximum force at 2.5 eV/A. As for the total charge: +1. As for the SMILES: C[C@@H](N)CCCC[NH3+].


[2]
Computed, not measured: a gas-phase ion, C6H17N2 (charge +1), with the ωB97M-V functional and the def2-TZVPD basis.

CARTESIAN COORDINATES (ANGSTROEM)
N 0.02637 0.50269 -0.14223
N 2.12265 -1.25903 -0.76077
C -1.80061 -0.84854 -1.16004
C -1.45384 0.40135 -0.35621
C 0.53608 1.86833 -0.09973
C -2.17635 0.42325 0.99387
C 0.62068 -0.35765 0.86867
C 2.07498 -0.50270 0.53557
H 1.42100 -0.74346 -1.32705
H -0.24060 2.61266 -0.24609
H -2.31310 -0.63307 -2.09882
H -2.36089 -1.58902 -0.59902
H -2.07462 -0.53941 1.49255
H -0.86888 -1.36656 -1.39213
H -1.76794 1.14492 1.70762
H 1.92441 -2.24850 -0.61961
H -1.66200 1.33649 -0.85603
H 0.14511 -1.33626 0.77973
H 0.47954 0.02046 1.88127
H -3.23717 0.67013 0.88916
H 2.70782 -0.94689 1.30450
H 3.02951 -1.20837 -1.22728
H 0.91563 2.13835 0.89367
H 2.63316 0.42653 0.38025
H 1.31906 2.03430 -0.84185

Forces on the atoms, in the same order (eV/Å):
0.08 -0.19 -0.80
0.74 0.41 0.09
0.36 -0.10 -0.22
0.63 0.05 1.31
0.08 0.35 0.62
-0.16 0.15 0.29
-0.68 0.59 -0.37
1.44 0.20 0.51
-0.32 -0.46 -0.05
-0.20 -0.11 -0.37
0.02 -0.04 0.14
-0.41 0.15 0.14
-0.23 -0.18 -0.04
0.05 0.03 -0.36
0.09 0.22 -0.30
-0.44 0.05 -0.20
-0.39 -0.13 -0.53
-0.05 -0.12 0.30
0.11 -0.06 0.23
0.12 -0.26 -0.07
-0.41 -0.78 -0.10
-0.01 0.10 0.04
0.25 -0.17 -0.02
-0.66 0.17 -0.29
0.00 0.12 0.05

The LUMO energy comes out at -3.412 eV. For the total energy, the calculation gives -348.053902 hartree. The calculation puts the HOMO-LUMO gap at 9.16 eV. The calculation puts the maximum force at 1.5 eV/A. As for the total charge: +1. As for the SMILES: CC(C)N(C)CC[NH3+].


[3]
Computed, not measured: a gas-phase ion, C6H17N2 (charge +2), with the ωB97M-V functional and the def2-TZVPD basis.

CARTESIAN COORDINATES (ANGSTROEM)
N -1.71676 -2.22095 -2.13416
N 0.39571 2.12991 -0.04288
C -1.32729 -0.88568 -1.53867
C -1.52823 -0.80903 -0.01478
C -0.25370 -0.97414 0.84536
C 2.29197 1.95545 1.46895
C 1.04596 -0.15527 0.63417
C 0.93816 1.35151 1.01611
H 1.44592 -0.35472 -0.35770
H -0.28406 -0.74490 -1.81491
H 1.73663 -0.57686 1.35248
H -2.27950 -1.51188 0.33747
H -0.33470 2.83111 0.12285
H -0.59843 -0.63313 1.82505
H 2.15498 3.02481 1.58073
H 1.12775 2.58319 -0.60387
H -2.46945 -2.19293 -2.81868
H 3.10085 1.71089 0.78134
H 2.60289 1.52370 2.42202
H 0.06476 -2.01043 0.98200
H -1.83995 0.21078 0.20293
H -0.91766 -2.58857 -2.63314
H -1.83630 -2.97727 -1.45348
H -1.80945 -0.06329 -2.03497
H 0.28989 1.37770 1.87581

Forces on the atoms, in the same order (eV/Å):
0.79 -0.32 -0.12
1.29 1.61 0.81
0.57 0.02 0.64
1.45 0.50 -0.45
-0.14 0.44 0.86
0.39 -0.12 -0.57
-0.69 -1.02 -0.51
-0.35 -0.50 0.38
0.35 0.46 -0.11
0.15 -0.17 0.18
0.37 0.05 0.08
-0.21 0.16 0.03
-0.47 -0.61 0.03
-0.02 -0.51 0.25
0.30 0.16 0.10
-0.20 -0.60 -0.65
-0.46 -0.02 0.21
-0.05 0.25 -0.25
-0.46 -0.07 0.09
-0.12 -0.04 -0.21
-0.62 -0.04 -0.08
0.41 0.02 -0.68
-0.77 0.35 0.27
-0.82 -0.17 -0.43
-0.69 0.15 0.11

The LUMO energy (spin up / spin down) comes out at -6.425 / -11.580 eV. For the total energy, the calculation gives -347.622216 hartree. The calculation puts the HOMO-LUMO gap (spin up / spin down) at 12.75 / 7.81 eV. The calculation puts the maximum force at 2.2 eV/A. As for the total charge: +2. Its multiplicity is 2.


[4]
Computed, not measured: a molecular structure, C6H17N2, with the ωB97M-V functional and the def2-TZVPD basis.

CARTESIAN COORDINATES (ANGSTROEM)
N 0.57371 -0.11852 0.42954
N -1.53034 1.02099 -0.37928
C -2.46946 -0.12828 -0.34866
C 1.92983 -2.04026 -0.85775
C 1.06699 -0.74295 -0.75804
C 1.50087 0.80037 1.00582
C -2.64009 -0.61794 1.05058
C 1.28370 2.20170 0.35518
H 2.17036 2.88203 0.35991
H -1.72253 -0.98598 1.52949
H 2.56487 0.43104 0.89585
H 2.89483 -2.14093 -0.32377
H 0.44848 2.88362 0.86167
H 1.42672 0.85054 2.10457
H -2.02617 -0.97630 -0.89695
H 1.70680 -0.01938 -1.36965
H -3.38901 -1.40477 1.12402
H 1.05774 2.00339 -0.66601
H 1.99028 -2.26625 -1.89714
H -0.47791 0.61980 -0.02885
H -3.05548 0.21981 1.69006
H 0.19774 -0.99949 -1.37759
H -3.44811 0.18828 -0.64673
H -1.42624 1.27388 -1.36661
H 1.37240 -2.93442 -0.48965

Forces on the atoms, in the same order (eV/Å):
3.62 0.40 -1.55
1.12 -3.56 -1.95
0.38 1.27 2.31
0.23 -2.52 1.76
-1.01 0.52 -0.67
1.90 -1.66 1.53
-0.47 0.56 2.23
-1.37 2.93 1.08
-0.16 -1.17 0.39
-0.21 0.09 -0.15
-0.94 0.44 -0.70
-0.39 1.00 -0.48
1.53 -1.95 -1.01
-0.95 0.28 -0.09
0.02 0.39 -0.87
-0.25 -0.26 1.04
0.08 -0.10 -0.28
-0.25 0.26 -0.94
0.51 0.36 -0.89
-2.96 1.29 0.78
0.54 -0.86 -0.62
0.03 -0.08 0.27
-0.42 0.14 -1.32
-0.37 1.25 0.03
-0.21 0.95 0.12

The LUMO energy (spin up / spin down) comes out at -13.422 / -13.364 eV. For the total energy, the calculation gives -347.366744 hartree. The calculation puts the HOMO-LUMO gap (spin up / spin down) at 6.69 / 6.82 eV. The calculation puts the maximum force at 4.2 eV/A. As for the total charge: +2. Its multiplicity is 2.


Energy above the lowest of the compared OMol25 structures with the same formula, charge and spin in eV, matching the order above: 1.199 1.005 0.139 7.091